No. 1
Molecular formula: C20H26AsNO4PS7Tc
Method: DFT, wB97M-V/def2-TZVPD

The geometry in XYZ format:
```
61
Properties=species:S:1:pos:R:3
Tc 0.499 -0.257 0.157
S -1.356 2.405 3.258
C -1.352 0.979 2.706
S -1.364 -0.499 2.160
S 1.616 1.243 1.490
C -3.507 -0.755 -1.690
C -3.566 -2.101 -2.021
C -2.465 -2.894 -1.777
C -1.314 -2.328 -1.226
N -1.253 -1.014 -0.947
C -2.341 -0.260 -1.152
C -0.132 -3.080 -0.825
C 0.051 -4.402 -1.237
C 1.173 -5.104 -0.855
C 2.113 -4.469 -0.058
C 1.936 -3.152 0.331
C 0.811 -2.404 -0.031
H -4.349 -0.093 -1.838
H -4.466 -2.530 -2.440
H -2.493 -3.952 -1.983
H -2.232 0.774 -0.879
H -0.680 -4.877 -1.877
H 1.324 -6.123 -1.186
H 3.013 -4.991 0.243
H 2.744 -2.711 0.901
S 4.655 1.749 -0.326
As 3.997 -0.079 -0.879
S 2.020 -0.635 1.819
S 1.949 -0.279 -1.636
S 5.041 -1.815 -0.972
C 0.322 2.384 -3.780
C 1.310 3.305 -3.075
C 2.736 2.951 -3.468
C 1.040 4.773 -3.376
O 1.266 3.113 -1.627
P 0.061 2.961 -0.627
O 0.388 3.490 0.716
O -0.378 1.470 -0.591
O -1.077 3.781 -1.379
C -2.477 3.978 -1.080
C -2.829 3.500 0.320
C -2.695 5.482 -1.190
C -3.274 3.246 -2.153
H 0.512 2.416 -4.854
H -0.707 2.689 -3.601
H 0.455 1.356 -3.437
H 2.914 3.243 -4.504
H 2.908 1.879 -3.376
H 3.443 3.474 -2.826
H 1.109 4.940 -4.452
H 1.782 5.400 -2.880
H 0.050 5.067 -3.038
H -2.192 3.990 1.054
H -2.693 2.422 0.422
H -3.872 3.736 0.534
H -2.091 6.004 -0.448
H -3.745 5.728 -1.025
H -2.408 5.833 -2.181
H -3.001 2.192 -2.192
H -3.075 3.682 -3.132
H -4.344 3.328 -1.952
```

Its HOMO-LUMO gap (alpha / beta) is 0.2123 / 0.2124 Eh. Its energy is -179019.8175 eV. The largest force on an atom comes out at 0.352 eV/Å. Its relative energy (zero: lowest compared OMol25 entry of this formula, charge and spin) is 1.0036 eV. The highest occupied orbital energy (alpha / beta) is -8.09 / -8.09 eV. For the LUMO energy (alpha / beta), the calculation gives -2.311 / -2.310 eV. The multiplicity is 1.

***

No. 2
Molecular formula: C20H26Cl4CoN5O4SSi
Method: DFT, wB97M-V/def2-TZVPD

The geometry in XYZ format:
```
62
Properties=species:S:1:pos:R:3
Co -1.680 -0.557 0.976
N -0.797 -2.742 0.533
C -1.339 -3.398 -0.650
C -0.238 -3.814 -1.623
C 1.030 -2.941 -1.642
C 0.799 -1.420 -1.570
N -0.388 -0.977 -2.285
C -0.626 -1.081 -3.569
N -1.889 -1.038 -3.985
N 0.402 -1.262 -4.433
C -2.400 -2.491 -1.328
O -2.825 -2.852 -2.460
O -2.750 -1.475 -0.705
H 0.143 -3.048 0.753
H -1.353 -2.922 1.364
H -1.904 -4.300 -0.387
H -0.703 -3.832 -2.609
H 0.082 -4.839 -1.418
H 1.579 -3.212 -2.548
H 1.696 -3.182 -0.810
H 1.696 -0.875 -1.885
H 0.598 -1.121 -0.543
H -1.100 -0.540 -1.693
H -2.539 -1.545 -3.324
H -2.067 -1.136 -4.969
H 1.312 -0.943 -4.146
H 0.211 -1.242 -5.418
Cl -1.797 -0.387 7.638
C -2.080 -0.003 5.967
C -2.659 1.197 5.604
Cl -3.142 2.339 6.820
C -2.860 1.494 4.244
Cl -3.555 3.008 3.752
C -2.496 0.600 3.241
O -2.621 0.823 1.967
C -1.947 -0.657 3.625
O -1.650 -1.489 2.650
C -1.719 -0.921 4.964
Cl -0.958 -2.436 5.366
C 0.811 4.547 -0.508
Si 1.909 3.140 -1.048
C 3.705 3.700 -0.984
C 1.601 2.651 -2.828
C 1.704 1.755 0.197
C 2.683 1.481 1.146
C 2.476 0.550 2.162
C 1.261 -0.107 2.191
N 0.316 0.123 1.285
C 0.488 1.040 0.319
S -0.911 1.208 -0.699
H 0.814 5.386 -1.209
H 1.141 4.910 0.468
H -0.214 4.184 -0.404
H 3.850 4.541 -1.668
H 4.386 2.900 -1.291
H 4.004 4.033 0.013
H 1.810 3.501 -3.483
H 0.567 2.331 -2.974
H 2.263 1.830 -3.119
H 3.636 1.997 1.095
H 3.228 0.355 2.915
H 1.008 -0.839 2.953
```

Its HOMO-LUMO gap (alpha / beta) is 0.2099 / 0.2091 Eh. Its energy is -143237.4759 eV. The largest force on an atom comes out at 1.413 eV/Å. Its relative energy (zero: lowest compared OMol25 entry of this formula, charge and spin) is 0.8358 eV. The expectation value of S² is 0.758. The charge is -1. The highest occupied orbital energy (alpha / beta) is -3.75 / -3.72 eV. For the LUMO energy (alpha / beta), the calculation gives 1.964 / 1.964 eV. The multiplicity is 2.